A structure of composition C28H33FN8O4SSr in a non-equilibrium geometry, computed with ωB97M-V/def2-TZVPD.

The geometry in XYZ format:
```
76
Properties=species:S:1:pos:R:3:forces:R:3:lowdin_charge:R:1
Sr -1.3831 -0.6464 -0.6702 1.93 2.07 1.33 1.38
C -2.5549 -2.5674 -1.9915 -0.22 -0.59 -0.26 -0.23
C -3.6454 -1.9767 -1.0276 -0.49 -0.30 -0.18 -0.17
C -3.4500 -2.3088 0.4431 -0.10 -0.11 -0.06 -0.33
C -3.6655 -3.6013 0.8926 0.03 0.03 0.12 -0.02
C -3.4173 -3.8820 2.2257 0.03 0.05 0.08 -0.04
C -2.9580 -2.8683 3.0521 -0.02 -0.03 -0.06 -0.04
C -2.7697 -1.6028 2.5192 -0.01 0.00 0.00 -0.10
N -3.0264 -1.3186 1.2415 -0.19 -0.36 -0.27 0.02
N -2.0156 -1.5726 -2.9189 -0.02 -0.12 -0.25 -0.29
C -2.9940 -0.9176 -3.7747 -0.08 0.07 0.04 -0.12
C -3.1422 0.5749 -3.5008 0.08 -0.02 -0.02 -0.26
C -3.9848 1.3464 -4.2924 0.03 -0.01 -0.01 -0.02
C -4.0952 2.6985 -4.0236 0.00 0.03 0.01 -0.06
C -3.3621 3.2420 -2.9779 0.00 -0.02 -0.01 -0.05
C -2.5502 2.4023 -2.2375 0.06 -0.02 -0.04 -0.11
N -2.4412 1.0930 -2.4948 -0.23 -0.03 0.06 0.05
C -0.7808 -1.9718 -3.6209 -0.18 0.00 -0.02 -0.11
C 0.4685 -1.9902 -2.7593 -0.09 0.05 0.00 -0.31
C 1.1823 -3.1572 -2.5746 0.07 0.02 0.02 -0.02
C 2.3357 -3.1150 -1.8017 0.04 0.02 0.05 -0.04
C 2.7231 -1.9151 -1.2397 -0.08 0.03 -0.05 -0.03
C 1.9320 -0.7941 -1.4627 0.02 -0.04 -0.01 -0.13
N 0.8365 -0.8167 -2.2147 -0.25 -0.35 -0.18 0.04
H -2.9804 -3.4343 -2.5136 0.02 0.03 -0.02 0.13
H -1.7121 -2.9568 -1.4010 -0.09 -0.12 -0.03 0.10
H -4.6189 -2.3540 -1.3399 0.01 0.00 0.01 0.13
H -3.7330 -0.8902 -1.1233 -0.14 -0.03 -0.14 0.09
H -4.0125 -4.3690 0.2126 0.00 0.01 0.00 0.12
H -3.5700 -4.8816 2.6118 0.00 0.00 0.00 0.11
H -2.7307 -3.0496 4.0929 0.00 0.00 0.00 0.11
H -2.3666 -0.7957 3.1187 0.02 0.04 0.02 0.09
H -3.9759 -1.3918 -3.6708 0.02 0.00 0.03 0.13
H -2.7167 -1.0427 -4.8249 -0.03 -0.04 -0.01 0.13
H -4.5385 0.8913 -5.1044 0.00 0.00 0.00 0.12
H -4.7437 3.3242 -4.6233 0.00 0.00 0.00 0.11
H -3.4162 4.2938 -2.7366 0.00 0.00 0.00 0.11
H -1.9494 2.7678 -1.4115 -0.01 0.00 0.00 0.08
H -0.6215 -1.2299 -4.4034 0.01 0.01 -0.01 0.13
H -0.9149 -2.9466 -4.1087 0.06 -0.02 0.02 0.13
H 0.8383 -4.0839 -3.0160 0.01 0.01 0.00 0.11
H 2.9112 -4.0153 -1.6303 0.00 0.00 0.00 0.11
H 3.5989 -1.8264 -0.6165 0.08 0.01 0.06 0.10
H 2.1768 0.1551 -1.0025 0.02 0.03 0.02 0.10
F -0.1899 -2.2275 0.3373 -0.17 -0.21 -0.10 -0.65
N 0.3797 2.5394 0.5776 0.27 0.39 0.11 -0.10
C -0.2258 1.6001 0.2721 -0.29 -0.40 -0.14 -0.37
C 6.0341 2.5296 -0.8638 0.01 -0.02 0.01 -0.12
C 4.8477 2.9040 0.0122 -0.03 0.05 -0.07 -0.30
S 4.6798 1.7440 1.3452 0.16 -0.24 0.01 0.63
O 5.7945 1.8960 2.2514 -0.06 0.05 -0.05 -0.31
O 4.4388 0.4353 0.7709 -0.03 -0.01 0.02 -0.33
C 3.1973 2.2715 2.1380 -0.04 0.09 0.20 -0.23
C 2.9950 1.5381 3.4600 -0.20 -0.05 0.06 -0.13
N 1.5628 1.4305 3.7787 0.23 -0.11 -0.05 0.06
C 0.7751 0.3598 3.5040 0.03 0.02 -0.11 -0.33
N -0.4772 0.5504 3.9037 0.08 0.05 0.05 0.12
C -0.5135 1.7906 4.4450 -0.01 -0.01 -0.03 -0.04
C 0.7267 2.3564 4.3745 -0.01 0.04 -0.09 -0.16
N 1.1049 3.6625 4.7792 0.02 -0.20 0.26 -0.34
O 2.2498 4.0319 4.5599 0.06 0.09 -0.11 0.06
O 0.2648 4.3265 5.3576 -0.03 0.07 -0.08 0.08
C 1.2317 -0.8842 2.8250 -0.38 -0.01 -0.35 0.01
H 6.1276 3.2449 -1.6799 0.00 0.00 0.01 0.08
H 5.9002 1.5352 -1.2879 0.00 0.01 0.00 0.07
H 6.9580 2.5390 -0.2870 0.00 0.00 0.00 0.08
H 3.9023 2.8799 -0.5337 0.01 0.01 0.01 0.11
H 4.9679 3.8836 0.4747 0.01 0.02 -0.01 0.11
H 2.3836 2.0517 1.4558 -0.20 0.03 -0.19 0.05
H 3.2473 3.3487 2.2860 0.00 0.03 0.03 0.11
H 3.5103 2.0457 4.2674 -0.07 0.01 0.02 0.12
H 3.3859 0.5249 3.4060 -0.05 -0.03 -0.03 0.12
H -1.4070 2.2371 4.8459 0.00 0.00 0.00 0.12
H 1.2901 -1.6990 3.5481 0.00 -0.05 -0.03 0.09
H 2.1965 -0.7837 2.3319 0.00 0.07 0.02 0.07
H 0.4953 -1.1620 2.0439 0.39 -0.01 0.41 0.05
```
Positions in Å, forces in eV/Å.

Results
- Kohn-Sham gap: 8.62 eV
- Charge: 0
- DFT total energy: -2354.5539 Ha
- Largest force on an atom: 3.12 eV Å⁻¹
- Energy above the lowest of the compared OMol25 structures with the same formula, charge and spin: 31.3 kcal/mol


A structure of composition C28H33MnN7O7P2S3 in a non-equilibrium geometry, computed with ωB97M-V/def2-TZVPD.

The geometry in XYZ format:
```
81
Properties=species:S:1:pos:R:3:forces:R:3:lowdin_charge:R:1
Mn -0.3074 -0.7213 -0.2153 0.95 2.37 0.28 0.66
N 4.6071 -2.4300 -1.2282 0.66 0.05 0.50 0.13
C 3.2547 -2.2714 -1.8202 -1.05 0.41 0.43 -0.49
C 3.2063 -2.7648 -3.2417 0.02 -0.02 -0.16 -0.09
P 2.1527 -3.1836 -0.6042 -0.64 -0.58 -0.27 0.34
O 2.1638 -4.6749 -1.2327 0.45 0.25 0.06 -0.13
O 3.0153 -3.1688 0.6231 0.24 0.06 0.21 -0.31
O 0.7414 -2.7055 -0.5427 0.09 -0.03 -0.37 -0.31
P 2.8943 -0.4301 -1.5801 -0.92 0.25 -0.28 0.34
O 3.0666 0.1683 -3.0689 0.44 -0.02 0.17 -0.13
O 4.0280 0.0111 -0.7261 0.49 0.11 0.10 -0.29
O 1.4867 -0.1611 -1.1343 0.71 -0.07 -0.31 -0.35
H 5.2822 -2.9036 -1.8227 -0.10 0.02 -0.01 0.16
H 4.4043 -2.9470 -0.3239 0.35 0.25 -0.12 0.11
H 4.8871 -1.4399 -0.9742 0.10 -0.32 0.07 0.11
H 3.5352 -3.8024 -3.2934 -0.08 -0.07 -0.04 0.08
H 3.8277 -2.1487 -3.8911 0.01 0.02 -0.05 0.08
H 2.1832 -2.7186 -3.6053 -0.10 -0.04 -0.09 0.09
H 1.2677 -4.9907 -1.3260 -0.51 -0.20 -0.07 0.07
H 2.2446 0.1616 -3.5599 -0.33 0.10 -0.07 0.07
S 0.1694 4.3472 5.1640 0.30 -0.77 0.07 1.05
C 1.1258 3.7491 6.4622 -0.19 0.08 -0.34 -0.40
C 1.5077 2.4588 6.2661 0.08 0.22 0.33 -0.18
C 1.0322 1.9255 5.0553 -0.51 0.28 -0.67 -0.11
C 0.2821 2.8195 4.3202 0.53 0.33 1.31 -0.46
C -0.2916 2.6670 3.0150 -0.95 0.93 -1.60 -0.19
C -0.3158 1.4118 2.3836 0.01 -0.17 -0.02 -0.07
N -0.6513 1.2003 1.1299 -0.19 0.30 -1.12 0.13
C -1.1055 2.2684 0.3962 0.65 0.20 2.31 -0.11
C -1.2691 3.5569 0.9956 -0.10 -0.91 -1.13 -0.13
C -1.8549 4.5934 0.2030 -0.04 0.15 -0.05 -0.02
C -2.2546 4.3762 -1.0673 0.01 0.14 0.04 -0.02
C -2.0699 3.1065 -1.7015 0.61 -0.47 1.20 -0.13
C -2.4837 2.8341 -2.9895 0.20 -1.57 -1.00 0.03
C -2.2571 1.5536 -3.5460 0.03 1.58 1.38 -0.20
C -1.5552 0.6314 -2.7570 0.21 -0.07 0.23 -0.06
N -1.1567 0.8572 -1.5236 0.08 0.30 0.62 0.09
C -1.4354 2.0711 -0.9498 -0.50 -0.66 -2.22 -0.12
C -2.7435 1.1898 -4.8426 -0.56 -0.21 -1.43 -0.47
C -2.6776 -0.0230 -5.4927 0.14 0.52 0.62 -0.11
C -3.3107 -0.0257 -6.7463 -0.22 0.13 -0.38 -0.18
C -3.8581 1.1772 -7.0645 0.11 0.25 0.36 -0.40
S -3.6076 2.3467 -5.8280 0.22 -0.74 0.00 1.05
C -0.8278 3.7516 2.2905 0.69 -1.13 1.17 0.03
H 1.3539 4.3977 7.2833 0.06 0.09 0.24 0.06
H 2.1174 1.9021 6.9581 0.05 -0.01 0.11 0.11
H 1.2435 0.9193 4.7315 0.02 -0.12 -0.07 0.10
H -0.0686 0.5375 2.9665 0.10 -0.16 -0.12 0.07
H -1.9743 5.5650 0.6597 -0.05 0.12 0.00 0.12
H -2.7067 5.1698 -1.6444 -0.06 0.09 -0.02 0.12
H -2.9862 3.5892 -3.5761 -0.07 0.14 0.04 0.10
H -1.3229 -0.3482 -3.1582 0.01 -0.02 0.12 0.13
H -2.2011 -0.8939 -5.0802 0.07 -0.14 0.13 0.11
H -3.3641 -0.8920 -7.3832 -0.02 -0.08 -0.10 0.10
H -4.3974 1.4554 -7.9465 -0.12 0.02 -0.24 0.06
H -0.8843 4.7238 2.7608 -0.04 0.14 -0.13 0.10
C 4.0211 -1.2595 3.4621 0.12 -0.08 0.03 0.00
C 2.6313 -1.6902 3.7036 -0.02 -0.14 0.08 -0.36
N 2.1769 -2.3753 4.7002 0.98 0.02 0.50 0.10
N 0.8582 -2.5611 4.4487 0.19 0.45 -0.77 0.02
C 0.4777 -1.9991 3.2774 -0.79 -0.13 0.13 -0.80
S -1.0106 -1.9973 2.5769 -0.15 -0.07 0.04 0.75
N 1.6248 -1.4072 2.8089 -0.04 -0.23 0.60 -0.09
N 1.7117 -0.7521 1.5938 0.19 0.06 -0.23 0.10
H 4.6219 -1.4111 4.3515 0.01 -0.01 0.11 0.08
H 4.0439 -0.2073 3.1808 0.11 0.03 -0.04 0.08
H 4.4397 -1.8534 2.6484 0.01 0.09 -0.08 0.08
H 0.2767 -3.0802 5.0833 -0.02 0.06 -0.16 0.15
H 2.1122 0.1788 1.7020 -0.15 -0.18 0.07 0.11
H 2.3163 -1.2938 0.9742 -0.06 0.06 0.41 0.04
C -4.0663 -0.5732 -0.9306 0.14 -0.11 0.52 -0.06
C -3.2569 -1.2146 0.2100 0.24 0.30 -0.07 -0.58
C -3.9150 -2.5448 0.6155 0.32 0.55 -0.02 -0.07
O -1.9410 -1.4102 -0.1632 -1.67 -1.87 -0.39 -0.40
H -5.1281 -0.6223 -0.7119 -0.27 0.09 -0.04 0.07
H -3.8693 -1.1163 -1.8501 0.02 -0.14 -0.20 0.08
H -3.7863 0.4653 -1.0697 0.02 0.24 -0.08 0.05
H -3.2622 -0.5376 1.0844 -0.32 0.01 0.02 0.12
H -3.8697 -3.2342 -0.2232 -0.02 -0.14 -0.13 0.08
H -4.9513 -2.3653 0.8890 -0.22 -0.09 0.05 0.07
H -3.3980 -2.9840 1.4634 0.07 -0.09 0.05 0.03
```
Positions in Å, forces in eV/Å.

Results
- Spin multiplicity: 2
- <S²>: 0.795
- Kohn-Sham gap (alpha / beta): 5.74 / 5.33 eV
- Charge: 0
- DFT total energy: -5025.2464 Ha
- Largest force on an atom: 2.57 eV Å⁻¹
- Energy above the lowest of the compared OMol25 structures with the same formula, charge and spin: 57.2 kcal/mol


> largest force on an atom of number 1 (C28H33FN8O4SSr)?

3.12 eV Å⁻¹


> Look up the largest force on an atom of the first one.

3.12 eV Å⁻¹